Molecular formula: C32H32NP2PdSTe
Method: DFT, ωB97M-V/def2-TZVPD

```
70
Properties=species:S:1:pos:R:3
Pd -0.26 -0.10 0.26
N 1.95 0.67 2.14
P 2.07 1.35 0.54
C 3.55 2.42 0.98
C 4.76 2.13 0.37
C 5.93 2.82 0.71
C 5.88 3.81 1.67
C 4.67 4.12 2.29
C 3.52 3.43 1.95
C 0.82 2.72 0.40
C -0.55 2.53 0.68
C -1.48 3.52 0.40
C -1.08 4.71 -0.19
C 0.25 4.90 -0.50
C 1.19 3.92 -0.21
P 0.96 -0.78 2.16
C 1.15 -1.27 3.93
C 2.28 -0.98 4.68
C 2.38 -1.41 5.99
C 1.34 -2.14 6.56
C 0.20 -2.42 5.82
C 0.10 -1.98 4.51
C 2.17 -1.98 1.43
C 1.66 -3.19 0.97
C 2.50 -4.16 0.45
C 3.87 -3.92 0.36
C 4.38 -2.70 0.80
C 3.54 -1.74 1.34
H 1.68 1.35 2.85
H 4.80 1.35 -0.38
H 6.86 2.57 0.23
H 6.78 4.36 1.93
H 4.63 4.91 3.04
H 2.58 3.69 2.42
H -0.93 1.62 1.15
H -2.52 3.34 0.66
H -1.82 5.47 -0.41
H 0.57 5.83 -0.98
H 2.23 4.09 -0.46
H 3.09 -0.41 4.23
H 3.27 -1.19 6.57
H 1.42 -2.48 7.59
H -0.61 -2.98 6.27
H -0.79 -2.18 3.93
H 0.59 -3.35 0.99
H 2.09 -5.10 0.10
H 4.53 -4.67 -0.05
H 5.44 -2.50 0.72
H 3.94 -0.80 1.70
S -2.92 -0.66 0.99
C -3.36 0.68 2.04
C -2.57 1.06 3.14
C -2.89 2.14 3.96
C -4.04 2.89 3.72
C -4.85 2.53 2.65
C -4.52 1.45 1.83
H -1.68 0.48 3.35
H -2.24 2.39 4.78
H -4.29 3.73 4.35
H -5.75 3.09 2.44
H -5.16 1.19 1.00
C 1.37 -1.65 -2.67
Te -0.35 -0.47 -2.25
C 0.60 1.28 -2.97
H 1.66 -1.55 -3.72
H 1.13 -2.69 -2.45
H 2.17 -1.32 -2.01
H 1.47 1.46 -2.34
H -0.10 2.11 -2.86
H 0.88 1.17 -4.01
```

Properties
Total energy: -2770.2148 Ha
2S+1: 1
Highest occupied orbital energy: -2.93 eV
Total charge: -1

***

Molecular formula: C32H33Br2Cl3N6NiO9P2S
Method: DFT, ωB97M-V/def2-TZVPD

```
89
Properties=species:S:1:pos:R:3
Ni 0.51 0.03 -0.15
N -1.92 -0.99 -3.06
C -0.57 -1.70 -3.02
C -0.48 -2.74 -4.12
P -0.50 -2.34 -1.28
O -1.63 -3.50 -1.34
O 0.83 -2.88 -0.95
O -1.13 -1.15 -0.56
P 0.66 -0.34 -3.19
O -0.04 0.46 -4.44
O 1.99 -0.83 -3.60
O 0.40 0.56 -2.01
H -2.67 -1.66 -3.22
H -1.91 -0.27 -3.79
H -2.02 -0.58 -2.11
H -1.23 -3.52 -3.99
H 0.51 -3.21 -4.06
H -0.59 -2.29 -5.11
H -1.26 -4.33 -1.01
H 0.55 0.45 -5.20
Br 1.60 -3.05 3.09
C -0.06 -2.15 3.12
C -1.04 -2.60 4.02
C -2.26 -1.99 4.08
Br -3.55 -2.64 5.30
C -2.55 -0.89 3.23
C -3.78 -0.20 3.22
C -3.96 0.86 2.38
C -2.89 1.23 1.53
N -1.74 0.61 1.51
C -1.55 -0.45 2.33
C -0.26 -1.09 2.26
O 0.71 -0.71 1.47
H -0.82 -3.44 4.67
H -4.57 -0.52 3.89
H -4.89 1.41 2.35
H -3.00 2.07 0.85
N 0.47 2.29 0.18
C 0.55 3.32 0.70
N 0.65 4.49 1.31
C 1.14 4.61 2.68
C 2.27 5.63 2.69
O 1.84 6.86 2.12
C 1.48 6.70 0.76
C 0.31 5.73 0.63
H 1.48 3.64 3.03
H 0.33 4.95 3.32
H 3.13 5.24 2.12
H 2.59 5.84 3.71
H 2.33 6.32 0.18
H 1.21 7.68 0.39
H 0.11 5.52 -0.42
H -0.59 6.16 1.09
Cl 6.64 -3.66 -4.73
C 6.38 -2.08 -4.07
C 5.09 -1.58 -3.96
C 4.91 -0.32 -3.43
C 5.98 0.45 -3.00
C 5.73 1.78 -2.32
C 5.66 1.55 -0.80
N 4.53 0.71 -0.47
C 4.56 -0.64 -0.17
C 3.27 -1.02 0.00
N 2.46 0.08 -0.19
C 3.24 1.09 -0.46
O 4.51 2.30 -2.81
C 4.32 3.67 -2.49
C 2.98 4.09 -3.00
C 2.68 5.35 -3.43
Cl 3.74 6.70 -3.49
S 1.04 5.51 -3.94
C 0.74 3.86 -3.57
C 1.84 3.23 -3.08
C 7.26 -0.09 -3.10
Cl 8.65 0.81 -2.54
C 7.48 -1.34 -3.64
H 4.24 -2.17 -4.25
H 3.90 0.05 -3.32
H 6.55 2.47 -2.53
H 5.59 2.49 -0.26
H 6.57 1.05 -0.46
H 5.48 -1.19 -0.13
H 2.84 -1.98 0.23
H 2.91 2.10 -0.65
H 5.11 4.28 -2.93
H 4.36 3.82 -1.40
H -0.23 3.43 -3.74
H 1.84 2.19 -2.80
H 8.48 -1.74 -3.72
```

Properties
Total energy: -11362.9785 Ha
2S+1: 1
Highest occupied orbital energy (spin up / spin down): -7.00 / -7.00 eV

***

Molecular formula: C32H33BrN5O4S2SbSm
Method: DFT, ωB97M-V/def2-TZVPD

```
79
Properties=species:S:1:pos:R:3
Sm 0.13 0.07 1.28
O -3.25 2.87 2.22
C -2.21 2.28 1.92
N -1.73 1.17 2.45
C -2.52 0.35 3.23
O -3.71 0.42 3.54
C -1.70 -0.82 3.83
C -2.33 -1.69 4.73
C -1.58 -2.69 5.34
C -0.22 -2.69 5.15
C 0.34 -1.86 4.21
N -0.40 -0.95 3.55
C -1.27 3.09 1.02
C -1.66 4.41 0.78
C -0.79 5.13 0.02
C 0.31 4.62 -0.51
C 0.59 3.30 -0.23
N -0.14 2.53 0.62
H -3.40 -1.55 4.80
H -2.06 -3.36 6.04
H 0.43 -3.34 5.76
H 1.40 -2.03 3.94
H -2.58 4.74 1.18
H -0.95 6.21 -0.23
H 0.80 5.29 -1.11
H 1.46 2.76 -0.68
S -1.80 -2.17 0.84
C -0.88 -3.57 1.21
C -1.69 -4.78 1.28
N -2.36 -5.70 1.32
C 0.45 -3.71 1.29
S 1.49 -2.35 1.12
C 1.03 -5.04 1.65
N 1.47 -6.07 1.90
C -3.86 -0.05 -3.19
C -3.25 -0.55 -1.79
C -3.93 0.02 -0.54
Sb -1.08 0.02 -1.84
C -1.12 1.53 -3.41
C 0.30 1.77 -3.91
C -1.79 2.82 -2.88
C -0.07 -1.80 -2.55
C -0.53 -2.71 -3.68
C 1.47 -1.37 -2.78
H -4.91 -0.42 -3.25
H -3.38 -0.47 -4.08
H -3.86 1.06 -3.31
H -3.23 -1.63 -1.63
H -3.94 1.10 -0.62
H -3.36 -0.19 0.38
H -4.96 -0.31 -0.33
H -1.67 1.08 -4.23
H 1.08 1.79 -3.13
H 0.46 2.70 -4.40
H 0.62 0.94 -4.55
H -1.03 3.43 -2.35
H -2.60 2.74 -2.16
H -1.99 3.48 -3.82
H -0.17 -2.30 -1.62
H -0.34 -2.27 -4.69
H -1.59 -2.94 -3.64
H -0.11 -3.69 -3.59
H 1.59 -0.52 -3.43
H 1.98 -2.27 -3.11
H 1.89 -1.07 -1.84
Br 4.25 2.75 -0.69
C 5.14 1.26 0.13
C 6.48 1.21 0.20
C 7.12 0.18 0.94
C 6.36 -0.74 1.58
C 4.97 -0.65 1.55
C 4.38 0.39 0.91
C 2.91 0.56 0.95
O 2.29 0.77 2.05
O 2.21 0.33 -0.07
H 7.14 1.95 -0.24
H 8.20 0.10 0.95
H 6.78 -1.56 2.15
H 4.47 -1.38 2.12
```

Properties
Total energy: -6082.7180 Ha
2S+1: 6
Highest occupied orbital energy (spin up / spin down): -4.41 / -4.43 eV
Total charge: -1

***

What did the second record say?
Molecular formula: C32H33Br2Cl3N6NiO9P2S
Method: DFT, ωB97M-V/def2-TZVPD

```
89
Properties=species:S:1:pos:R:3
Ni 0.51 0.03 -0.15
N -1.92 -0.99 -3.06
C -0.57 -1.70 -3.02
C -0.48 -2.74 -4.12
P -0.50 -2.34 -1.28
O -1.63 -3.50 -1.34
O 0.83 -2.88 -0.95
O -1.13 -1.15 -0.56
P 0.66 -0.34 -3.19
O -0.04 0.46 -4.44
O 1.99 -0.83 -3.60
O 0.40 0.56 -2.01
H -2.67 -1.66 -3.22
H -1.91 -0.27 -3.79
H -2.02 -0.58 -2.11
H -1.23 -3.52 -3.99
H 0.51 -3.21 -4.06
H -0.59 -2.29 -5.11
H -1.26 -4.33 -1.01
H 0.55 0.45 -5.20
Br 1.60 -3.05 3.09
C -0.06 -2.15 3.12
C -1.04 -2.60 4.02
C -2.26 -1.99 4.08
Br -3.55 -2.64 5.30
C -2.55 -0.89 3.23
C -3.78 -0.20 3.22
C -3.96 0.86 2.38
C -2.89 1.23 1.53
N -1.74 0.61 1.51
C -1.55 -0.45 2.33
C -0.26 -1.09 2.26
O 0.71 -0.71 1.47
H -0.82 -3.44 4.67
H -4.57 -0.52 3.89
H -4.89 1.41 2.35
H -3.00 2.07 0.85
N 0.47 2.29 0.18
C 0.55 3.32 0.70
N 0.65 4.49 1.31
C 1.14 4.61 2.68
C 2.27 5.63 2.69
O 1.84 6.86 2.12
C 1.48 6.70 0.76
C 0.31 5.73 0.63
H 1.48 3.64 3.03
H 0.33 4.95 3.32
H 3.13 5.24 2.12
H 2.59 5.84 3.71
H 2.33 6.32 0.18
H 1.21 7.68 0.39
H 0.11 5.52 -0.42
H -0.59 6.16 1.09
Cl 6.64 -3.66 -4.73
C 6.38 -2.08 -4.07
C 5.09 -1.58 -3.96
C 4.91 -0.32 -3.43
C 5.98 0.45 -3.00
C 5.73 1.78 -2.32
C 5.66 1.55 -0.80
N 4.53 0.71 -0.47
C 4.56 -0.64 -0.17
C 3.27 -1.02 0.00
N 2.46 0.08 -0.19
C 3.24 1.09 -0.46
O 4.51 2.30 -2.81
C 4.32 3.67 -2.49
C 2.98 4.09 -3.00
C 2.68 5.35 -3.43
Cl 3.74 6.70 -3.49
S 1.04 5.51 -3.94
C 0.74 3.86 -3.57
C 1.84 3.23 -3.08
C 7.26 -0.09 -3.10
Cl 8.65 0.81 -2.54
C 7.48 -1.34 -3.64
H 4.24 -2.17 -4.25
H 3.90 0.05 -3.32
H 6.55 2.47 -2.53
H 5.59 2.49 -0.26
H 6.57 1.05 -0.46
H 5.48 -1.19 -0.13
H 2.84 -1.98 0.23
H 2.91 2.10 -0.65
H 5.11 4.28 -2.93
H 4.36 3.82 -1.40
H -0.23 3.43 -3.74
H 1.84 2.19 -2.80
H 8.48 -1.74 -3.72
```

Properties
Total energy: -11362.9785 Ha
2S+1: 1
Highest occupied orbital energy (spin up / spin down): -7.00 / -7.00 eV